{"formula": "C38H80O14", "method": "ωB97M-V/def2-TZVPD", "homo_energy_ev": -9.262, "total_energy_ha": -2549.13595, "lumo_energy_ev": 0.144, "relative_energy_kcal_mol": 8.5, "species": ["C", "C", "O", "C", "H", "H", "H", "H", "H", "H", "C", "C", "O", "C", "H", "H", "H", "H", "H", "H", "C", "C", "O", "C", "H", "H", "H", "H", "H", "H", "C", "C", "O", "C", "H", "H", "H", "H", "H", "H", "C", "C", "O", "C", "H", "H", "H", "H", "H", "H", "C", "C", "O", "C", "H", "H", "H", "H", "H", "H", "C", "C", "O", "C", "H", "H", "H", "H", "H", "H", "C", "C", "O", "C", "H", "H", "H", "H", "H", "H", "C", "C", "O", "C", "H", "H", "H", "H", "H", "H", "C", "C", "O", "C", "H", "H", "H", "H", "H", "H", "C", "C", "O", "C", "H", "H", "H", "H", "H", "H", "C", "C", "O", "C", "H", "H", "H", "H", "H", "H", "C", "O", "H", "H", "H", "H", "C", "O", "H", "H", "H", "H"], "coordinates": [[1.743, -13.935, 19.336], [1.096, -12.582, 19.616], [0.342, -12.045, 18.785], [1.397, -11.840, 20.886], [0.962, -14.689, 19.244], [2.429, -14.339, 20.081], [2.266, -13.906, 18.381], [0.473, -11.311, 21.120], [2.186, -11.102, 20.739], [1.635, -12.510, 21.712], [-3.262, -8.561, 22.374], [-2.814, -9.853, 22.962], [-1.688, -10.311, 22.760], [-3.798, -10.693, 23.811], [-4.138, -8.718, 21.745], [-2.521, -8.044, 21.763], [-3.573, -7.950, 23.221], [-4.808, -10.842, 23.428], [-3.997, -10.296, 24.806], [-3.413, -11.709, 23.892], [0.530, -10.949, 15.395], [1.065, -11.767, 14.247], [1.687, -11.259, 13.321], [0.968, -13.293, 14.333], [0.229, -11.551, 16.253], [-0.375, -10.379, 15.186], [1.364, -10.300, 15.662], [0.640, -13.766, 13.408], [0.278, -13.547, 15.138], [1.922, -13.745, 14.606], [3.768, -16.728, 19.396], [3.840, -18.168, 19.799], [4.940, -18.726, 19.745], [2.524, -18.798, 20.283], [2.854, -16.614, 18.813], [4.704, -16.557, 18.863], [3.750, -16.141, 20.314], [2.784, -19.841, 20.465], [1.662, -18.719, 19.621], [2.350, -18.320, 21.247], [3.446, -9.308, 19.470], [4.057, -8.640, 18.296], [3.379, -7.999, 17.487], [5.551, -8.685, 18.121], [2.359, -9.233, 19.437], [3.785, -8.804, 20.375], [3.603, -10.385, 19.425], [5.802, -9.743, 18.052], [6.021, -8.165, 18.956], [5.860, -8.239, 17.176], [-0.013, -16.819, 15.031], [0.921, -16.957, 16.187], [1.671, -16.008, 16.516], [0.860, -18.267, 16.904], [-1.031, -16.783, 15.418], [0.130, -17.616, 14.301], [0.151, -15.899, 14.471], [0.379, -19.036, 16.299], [0.259, -18.130, 17.803], [1.865, -18.562, 17.207], [4.231, -11.240, 22.518], [3.588, -10.898, 23.853], [3.750, -11.641, 24.840], [2.678, -9.705, 23.986], [3.986, -10.489, 21.768], [3.787, -12.158, 22.132], [5.316, -11.288, 22.611], [1.622, -9.897, 24.176], [2.604, -9.192, 23.027], [2.970, -8.990, 24.755], [7.373, -13.232, 20.261], [6.268, -13.492, 19.239], [5.061, -13.423, 19.509], [6.749, -13.844, 17.849], [7.675, -12.191, 20.143], [8.268, -13.837, 20.119], [6.902, -13.348, 21.237], [5.951, -13.917, 17.110], [7.333, -14.764, 17.860], [7.548, -13.162, 17.558], [4.110, -11.642, 16.563], [4.908, -11.674, 15.224], [5.506, -12.651, 14.863], [4.761, -10.538, 14.221], [4.815, -11.365, 17.347], [3.817, -12.679, 16.722], [3.270, -10.951, 16.634], [5.494, -9.764, 14.451], [3.758, -10.116, 14.286], [4.887, -10.894, 13.198], [2.083, -16.860, 24.585], [2.940, -15.993, 23.708], [4.127, -16.200, 23.542], [2.345, -14.839, 22.942], [1.045, -16.565, 24.429], [2.419, -16.788, 25.620], [2.131, -17.901, 24.265], [2.058, -13.973, 23.538], [1.367, -15.153, 22.576], [3.072, -14.639, 22.155], [0.142, -7.961, 19.072], [-0.064, -7.041, 20.260], [-0.905, -6.162, 20.269], [0.956, -7.156, 21.350], [1.114, -7.760, 18.622], [-0.717, -7.769, 18.429], [0.067, -8.995, 19.408], [1.925, -7.340, 20.888], [0.733, -7.976, 22.033], [1.013, -6.254, 21.959], [-0.249, -17.989, 22.013], [-0.805, -17.408, 20.699], [-0.161, -16.697, 19.914], [-2.270, -17.690, 20.407], [-0.300, -19.077, 21.964], [-0.804, -17.666, 22.894], [0.787, -17.690, 22.174], [-2.530, -17.121, 19.514], [-2.899, -17.421, 21.256], [-2.527, -18.708, 20.115], [-2.879, -10.880, 18.337], [-3.932, -11.819, 18.383], [-2.085, -11.131, 17.634], [-3.160, -9.882, 18.000], [-2.522, -10.760, 19.360], [-4.521, -11.565, 19.097], [-1.744, -14.531, 17.942], [-3.110, -14.648, 18.218], [-1.203, -14.166, 18.815], [-1.422, -15.528, 17.642], [-1.450, -13.823, 17.167], [-3.507, -13.779, 18.311]], "forces_ev_per_a": [[-0.3, 0.1, 0.0], [-0.5, 0.5, -1.6], [1.3, -1.1, 1.3], [-0.8, -0.1, 0.2], [-0.2, 0.1, -0.2], [0.0, 0.6, 0.1], [-0.1, 0.1, 0.0], [0.1, 0.2, 0.2], [-0.1, -0.3, 0.0], [0.2, 0.1, -0.1], [-0.3, 0.2, 0.1], [1.1, -1.7, -0.2], [-1.4, 0.7, 0.3], [0.0, -0.2, -0.2], [-0.2, -0.1, 0.1], [0.2, -0.2, 0.3], [-0.1, 0.4, -0.1], [0.0, 0.5, -0.6], [0.5, 0.2, 0.1], [0.3, 0.2, 0.2], [0.0, -0.2, 0.4], [1.0, -0.6, -1.3], [-0.8, -0.2, 1.0], [-0.6, 0.3, 0.5], [0.4, -0.2, 0.1], [0.3, 0.3, -0.6], [-0.3, 0.4, 0.2], [0.0, 0.3, -0.1], [-0.1, -0.2, -0.1], [0.2, 0.2, 0.0], [0.1, -0.8, 0.1], [1.4, -0.2, -0.5], [-2.2, 0.0, 0.4], [1.8, -0.7, 0.2], [0.2, 0.6, -0.1], [-0.3, 0.5, -0.2], [-0.1, 0.2, -0.1], [-0.4, -0.1, 0.1], [0.3, 0.3, 0.1], [-0.3, 0.0, -0.1], [-0.9, -0.3, -0.1], [-0.7, 2.0, -2.1], [0.6, -1.0, 1.2], [-0.3, -0.4, -0.3], [0.1, 0.3, -0.1], [0.3, -0.5, 0.2], [0.7, 0.0, 0.4], [0.5, 0.0, 0.5], [0.2, -0.3, 0.1], [-0.2, 0.2, 0.1], [0.0, 0.6, -0.6], [1.7, 2.6, 0.2], [-1.7, -2.6, -0.5], [0.2, 0.0, 0.3], [-0.2, -0.4, -0.1], [-0.3, -0.3, 0.3], [0.1, 0.1, 0.3], [0.2, 0.0, 0.0], [0.0, 0.1, 0.1], [-0.1, -0.1, 0.0], [-0.5, 0.7, 0.0], [-0.1, -2.0, 2.4], [-0.1, 1.5, -2.1], [-0.5, 0.9, -1.0], [0.2, 0.1, 0.2], [0.5, -0.2, 0.3], [-0.1, -0.3, 0.1], [0.1, -0.8, 0.4], [0.4, 0.3, 0.0], [0.4, -0.2, 0.0], [-1.1, 0.2, -0.1], [-1.1, -0.4, -0.2], [2.1, 0.1, -0.2], [0.2, 0.0, 0.2], [0.0, 0.2, 0.0], [-0.2, -0.2, 0.0], [0.4, -0.1, 0.1], [0.2, 0.2, 0.1], [-0.3, -0.4, 0.3], [-0.3, 0.5, -0.2], [1.1, -0.3, -0.6], [-1.6, 0.7, -0.9], [0.5, -0.8, 0.7], [-0.4, 0.2, 0.6], [0.0, -0.2, 0.1], [-0.2, 0.1, 0.3], [0.1, -0.1, -0.4], [0.0, 0.2, -0.1], [0.1, 0.2, 0.1], [0.3, -0.1, 0.2], [-0.4, 0.1, -0.4], [1.3, 0.4, -0.3], [-0.4, -0.4, 0.4], [-0.7, -0.6, 0.1], [-0.1, 0.1, 0.6], [-0.2, 0.0, 0.0], [0.4, 0.0, 0.0], [0.6, 0.1, 0.3], [0.0, -0.1, -0.6], [-0.4, 0.4, 0.0], [-1.2, 0.3, 0.7], [0.2, 0.8, -0.4], [0.1, -0.7, 0.1], [0.3, 0.1, 0.5], [-0.2, -0.1, -0.2], [0.4, 0.0, -0.4], [0.3, -0.2, 0.0], [0.1, -0.1, 0.1], [-0.1, -0.3, -0.1], [-0.1, 0.1, -0.2], [0.3, 0.5, -0.6], [0.3, 0.9, -0.7], [-0.7, -1.6, 1.8], [0.1, 0.2, -0.7], [0.0, -0.1, 0.0], [-0.4, 0.0, -0.2], [-0.2, 0.0, -0.2], [-0.2, 0.4, 0.3], [0.0, 0.1, 0.0], [0.5, -0.4, 0.4], [0.4, 1.0, 0.5], [-0.3, -0.3, -0.6], [-0.1, -0.8, 0.4], [-0.7, 0.1, 0.0], [0.7, 0.0, -0.1], [0.0, 0.0, 0.0], [0.5, 0.0, 0.3], [-0.6, -0.3, -0.2], [0.2, -0.4, 0.2], [0.3, 0.1, 0.2], [-0.4, 0.1, -0.5], [0.0, 0.4, 0.0]]}

{"formula": "C38H82BF19N9O18S2", "method": "ωB97M-V/def2-TZVPD", "total_charge": 4, "homo_energy_ev": -14.108, "multiplicity": 2, "total_energy_ha": -6061.36581, "lumo_energy_ev": -10.301, "species": ["C", "F", "F", "F", "S", "O", "O", "N", "S", "O", "O", "C", "F", "F", "F", "C", "C", "O", "N", "H", "H", "C", "H", "H", "H", "H", "H", "H", "C", "C", "O", "N", "H", "H", "C", "H", "H", "H", "H", "H", "H", "C", "C", "O", "N", "H", "H", "C", "H", "H", "H", "H", "H", "H", "C", "C", "O", "N", "H", "H", "C", "H", "H", "H", "H", "H", "H", "C", "C", "O", "N", "H", "H", "C", "H", "H", "H", "H", "H", "H", "C", "C", "O", "N", "H", "H", "C", "H", "H", "H", "H", "H", "H", "C", "C", "O", "N", "H", "H", "C", "H", "H", "H", "H", "H", "H", "C", "C", "O", "N", "H", "H", "C", "H", "H", "H", "H", "H", "H", "C", "O", "O", "C", "F", "F", "F", "C", "C", "H", "H", "H", "H", "H", "H", "C", "O", "O", "C", "F", "F", "F", "C", "C", "H", "H", "H", "H", "H", "H", "C", "O", "O", "C", "F", "F", "F", "C", "C", "H", "H", "H", "H", "H", "H", "B", "F", "F", "F", "F"], "coordinates": [[0.545, -2.206, -0.361], [1.730, -2.597, -0.034], [-0.094, -3.058, -1.219], [-0.161, -1.956, 0.752], [0.764, -0.525, -1.367], [1.886, -0.720, -2.323], [-0.537, -0.345, -2.009], [1.212, 0.658, -0.172], [-0.209, 1.364, 0.180], [-0.639, 2.244, -0.929], [-1.174, 0.535, 0.783], [0.281, 2.514, 1.670], [-0.725, 3.391, 2.051], [0.586, 1.826, 2.737], [1.329, 3.266, 1.332], [-3.972, -5.934, -4.744], [-2.834, -5.176, -5.403], [-2.590, -5.253, -6.583], [-1.863, -4.451, -4.532], [-1.455, -3.742, -5.125], [-2.208, -4.022, -3.685], [-0.673, -5.422, -4.103], [-3.587, -6.753, -4.136], [-4.708, -6.324, -5.447], [-4.520, -5.315, -4.034], [0.114, -5.585, -4.840], [-1.017, -6.438, -3.911], [-0.322, -5.017, -3.154], [3.523, -3.187, -3.295], [3.680, -4.702, -3.420], [2.812, -5.398, -3.925], [4.877, -5.324, -2.706], [5.380, -4.759, -2.037], [4.432, -6.103, -2.241], [5.965, -5.703, -3.768], [2.619, -2.951, -3.856], [4.282, -2.590, -3.801], [3.364, -2.866, -2.266], [6.688, -6.368, -3.296], [6.499, -4.769, -3.939], [5.476, -6.229, -4.588], [-5.825, 1.005, -1.365], [-4.509, 0.243, -0.858], [-3.357, 0.652, -1.063], [-4.770, -1.152, -0.249], [-5.750, -1.266, -0.035], [-4.616, -1.887, -0.923], [-3.983, -1.259, 1.088], [-6.456, 0.329, -1.942], [-5.414, 1.825, -1.954], [-6.438, 1.401, -0.555], [-4.105, -0.307, 1.604], [-2.970, -1.591, 0.858], [-4.507, -2.078, 1.580], [-2.839, -6.536, 4.153], [-2.397, -6.343, 2.719], [-2.518, -7.248, 1.906], [-1.965, -4.961, 2.361], [-2.150, -4.759, 1.389], [-2.532, -4.353, 2.935], [-0.521, -4.539, 2.697], [-3.325, -5.606, 4.445], [-1.959, -6.712, 4.772], [-3.457, -7.424, 4.285], [0.067, -4.548, 1.779], [0.060, -5.280, 3.246], [-0.528, -3.526, 3.100], [-2.536, 4.119, -2.389], [-2.962, 3.119, -3.458], [-4.027, 3.293, -4.016], [-2.188, 1.823, -3.513], [-1.235, 2.066, -3.743], [-2.112, 1.430, -2.586], [-2.828, 0.630, -4.299], [-3.018, 5.087, -2.523], [-1.450, 4.194, -2.342], [-2.810, 3.880, -1.361], [-2.926, 0.829, -5.366], [-3.772, 0.435, -3.792], [-2.222, -0.251, -4.086], [3.829, 2.750, -1.066], [4.511, 1.884, 0.013], [5.762, 1.898, 0.161], [3.675, 0.939, 0.898], [3.580, 1.364, 1.809], [2.757, 0.782, 0.506], [4.403, -0.402, 1.201], [4.608, 3.419, -1.432], [3.096, 3.417, -0.613], [3.417, 2.248, -1.941], [5.290, -0.039, 1.721], [4.743, -0.967, 0.333], [3.670, -0.937, 1.804], [2.441, -2.300, 5.534], [2.103, -0.974, 4.796], [1.822, -0.892, 3.602], [2.254, 0.295, 5.623], [2.845, 0.132, 6.426], [2.872, 0.786, 4.992], [0.928, 1.089, 5.973], [2.291, -3.146, 4.863], [1.867, -2.452, 6.448], [3.513, -2.281, 5.731], [1.243, 1.978, 6.520], [0.336, 0.484, 6.659], [0.215, 1.378, 5.201], [3.080, 0.474, -5.384], [2.493, 0.705, -6.743], [3.168, 1.348, -7.565], [1.006, 0.962, -6.785], [0.452, 0.193, -6.435], [0.634, 1.711, -6.219], [0.360, 1.259, -8.177], [2.711, -0.427, -4.895], [2.860, 1.408, -4.867], [4.168, 0.510, -5.443], [0.714, 2.237, -8.504], [-0.712, 1.160, -8.349], [0.898, 0.604, -8.862], [-1.237, 7.402, 1.218], [0.212, 7.534, 1.202], [-1.785, 8.318, 2.176], [-1.740, 7.609, -0.247], [-3.063, 7.535, -0.255], [-1.425, 8.804, -0.780], [-1.421, 6.677, -1.159], [0.960, 6.366, 1.037], [2.362, 6.661, 0.601], [2.782, 5.764, 0.144], [2.292, 7.540, -0.039], [2.952, 6.829, 1.502], [0.594, 5.787, 0.189], [0.731, 5.700, 1.869], [-1.464, 6.446, 1.691], [-3.434, -1.628, 4.505], [-4.692, -1.129, 3.995], [-3.228, -2.868, 3.976], [-2.253, -0.597, 4.589], [-2.242, 0.187, 3.453], [-2.400, 0.257, 5.566], [-1.107, -1.218, 4.786], [-5.402, -0.137, 4.717], [-6.603, 0.128, 3.832], [-7.090, 1.050, 4.150], [-6.266, 0.263, 2.804], [-7.188, -0.789, 3.904], [-4.860, 0.809, 4.714], [-5.755, -0.334, 5.729], [-3.649, -1.924, 5.532], [3.703, 3.670, 3.602], [5.035, 4.248, 3.701], [3.935, 2.240, 3.588], [2.682, 4.216, 4.678], [2.947, 3.812, 5.915], [2.563, 5.520, 4.776], [1.403, 3.833, 4.357], [5.361, 5.380, 2.826], [6.853, 5.753, 2.972], [7.339, 6.429, 2.268], [7.056, 6.289, 3.899], [7.411, 4.824, 3.085], [4.809, 6.302, 3.010], [5.224, 5.017, 1.808], [3.345, 3.979, 2.619], [-3.600, -3.978, -1.338], [-3.438, -3.911, 0.010], [-3.259, -5.189, -1.916], [-4.964, -3.732, -1.630], [-2.795, -3.085, -1.923]], "forces_ev_per_a": [[-1.8, 2.6, -0.9], [1.2, -1.2, 0.2], [0.9, 0.6, 1.5], [0.4, -0.8, -1.4], [1.2, 0.4, -0.3], [-1.4, 0.1, 1.9], [1.0, 0.0, 0.5], [-2.0, -2.5, -2.7], [-0.4, 3.7, 0.2], [0.7, -1.0, 1.3], [-0.9, -1.2, 0.3], [-0.6, 1.7, 0.4], [1.0, -1.6, -1.4], [0.0, -0.9, -0.2], [0.1, -0.2, -0.4], [0.0, 0.7, 0.6], [-1.7, -2.4, -2.2], [0.3, 1.0, 2.0], [2.2, -1.5, -0.3], [0.2, 0.3, -0.2], [-0.8, 0.0, 0.8], [-0.7, 0.0, 0.5], [0.2, -0.1, 0.0], [0.5, 0.1, -0.4], [0.1, 0.2, 0.1], [-0.3, 0.9, -0.3], [-0.7, 0.3, 0.1], [0.2, 0.0, -0.3], [-0.3, -0.5, -0.9], [-2.8, 0.8, -0.6], [3.2, 1.0, 1.5], [-0.1, -0.6, -2.0], [-0.4, 0.6, 0.5], [0.4, -0.9, 0.3], [-0.1, -0.3, 1.1], [-0.1, -0.1, 0.3], [0.5, -0.2, 0.4], [0.3, -0.1, 0.0], [-0.2, -0.1, 0.1], [-0.3, -0.1, -0.7], [0.1, 0.5, -0.1], [2.1, -0.8, 0.8], [0.8, 1.3, -1.9], [-3.9, -2.0, 0.9], [0.9, 2.4, 0.6], [-0.6, 0.3, 0.2], [0.7, -0.7, -0.5], [-0.7, -1.2, -0.7], [0.1, -0.1, -0.1], [-0.4, 0.0, -0.1], [0.2, -0.1, 0.2], [0.3, -0.3, 0.0], [-0.1, 0.6, 0.1], [0.3, 0.3, 0.5], [0.6, 0.7, -0.4], [-1.5, -4.0, -0.5], [1.0, 3.0, 0.8], [1.8, -0.4, 0.4], [-0.4, 0.0, -0.5], [-1.1, 1.7, 0.8], [0.3, -0.5, -1.1], [-0.1, -0.1, 0.5], [0.1, 0.3, 0.2], [-0.1, 0.3, -0.5], [-0.4, 0.3, -0.4], [-0.8, 0.0, 0.8], [-0.2, -0.3, 0.3], [1.1, -0.1, -0.3], [-4.0, 2.4, 1.7], [2.7, -1.8, 0.0], [-1.1, -1.2, -1.5], [0.5, -0.2, -0.3], [0.1, 0.2, 1.4], [0.5, 0.8, 0.8], [0.2, -0.1, -0.7], [0.0, 0.3, 0.0], [-0.2, -0.9, -0.1], [-0.1, 0.2, 0.3], [-0.1, 0.4, -0.4], [0.3, 0.2, -0.1], [0.6, 0.4, 1.0], [4.7, 0.0, -0.2], [-5.7, -0.5, -0.3], [2.7, -0.9, -1.9], [0.1, 1.4, 2.2], [-0.7, 0.0, -0.4], [-0.3, 1.7, 0.2], [0.2, -0.2, 0.1], [-0.4, -0.3, 0.0], [-0.2, -0.5, 0.4], [-0.1, -0.5, 0.4], [-0.5, 0.4, -0.3], [0.5, -0.2, 0.1], [-0.2, 1.0, -0.9], [-0.8, -1.6, -2.0], [0.8, 0.3, 3.5], [-1.8, -0.5, -1.3], [-0.3, -0.1, 0.8], [0.6, 2.1, -1.0], [0.4, -0.3, 1.2], [-0.2, 0.3, -0.1], [0.1, 0.2, 0.0], [0.1, 0.1, 0.4], [0.2, -0.1, -0.3], [0.4, -0.3, 0.0], [1.0, -0.3, -0.8], [-0.2, -0.9, -0.2], [4.0, 5.5, -1.8], [-3.1, -3.2, 1.8], [-3.2, -0.7, -1.7], [0.2, -0.9, 0.3], [1.0, 0.8, 0.7], [2.4, 0.1, -1.3], [0.0, 0.3, 0.4], [-0.5, -0.2, 0.5], [-0.1, -0.4, -0.4], [-0.2, 0.1, 0.4], [0.0, -0.2, 1.1], [-0.3, -0.2, 0.0], [2.4, 1.9, 1.5], [-1.6, 1.2, -0.2], [0.8, -1.6, -2.4], [-1.4, 1.2, -0.2], [-1.3, 0.2, 0.7], [0.4, -0.7, 0.8], [1.5, -0.7, 0.2], [-1.4, -1.5, -1.1], [0.2, 0.0, 1.7], [0.0, 0.2, -0.4], [0.5, -0.2, -0.1], [0.4, 0.5, -0.3], [-0.8, -0.1, -0.4], [0.9, 0.0, 0.6], [-0.6, -0.5, -0.4], [-1.4, -3.2, 1.5], [1.2, 0.3, 0.1], [1.5, 0.7, -1.8], [-2.8, -0.5, -2.0], [0.9, -0.5, 0.1], [-0.1, 0.9, 1.4], [1.3, -0.2, -0.4], [-0.1, 1.3, -1.3], [0.1, -0.3, 0.4], [-0.5, -0.3, 0.0], [0.0, 0.0, -0.1], [-0.7, 0.4, -0.3], [0.5, 0.0, 0.4], [0.5, -0.7, 0.1], [0.1, 1.1, 1.0], [2.5, -2.3, -0.8], [-0.8, 1.3, 0.4], [-2.1, 1.8, 0.2], [0.3, -0.4, -0.4], [0.1, -1.0, 0.4], [0.7, 1.3, -0.6], [0.2, -0.8, 0.0], [0.9, -0.3, 0.1], [0.1, -0.6, 1.4], [-0.6, -0.4, -0.7], [-0.4, -0.1, 0.4], [0.2, 0.0, -0.4], [-0.6, -0.3, 0.1], [-0.4, 0.2, -0.3], [-0.6, 0.4, -0.1], [-2.0, -2.1, -0.2], [0.5, -0.3, 1.6], [0.4, -1.1, 0.0], [0.1, 0.7, -0.1], [1.7, 2.9, -1.7]]}